The following is a quantum chemistry calculation of the molecule C19H15ClN2O4, from the Open Molecules 2025 dataset.

Cartesian coordinates (Å):
1 O 1.558 1.312 -0.127
2 C 2.130 0.236 -0.142
3 N 1.451 -0.929 -0.253
4 C 0.017 -0.957 -0.392
5 C -0.682 -0.700 0.970
6 C -2.157 -0.499 0.796
7 C -3.019 -1.486 1.127
8 C -4.452 -1.387 0.935
9 O -5.263 -2.257 1.193
10 N -4.862 -0.183 0.400
11 C -4.045 0.858 0.059
12 C -4.587 2.032 -0.471
13 C -3.763 3.079 -0.812
14 C -2.387 2.974 -0.628
15 C -1.837 1.825 -0.107
16 C -2.652 0.739 0.245
17 C -0.384 -2.325 -0.909
18 O 0.325 -3.295 -0.848
19 O -1.610 -2.333 -1.416
20 C 3.610 0.114 -0.029
21 C 4.327 -0.965 -0.539
22 C 5.704 -1.008 -0.417
23 C 6.368 0.030 0.220
24 Cl 8.085 -0.032 0.379
25 C 5.671 1.118 0.723
26 C 4.297 1.156 0.589
27 H 1.904 -1.828 -0.179
28 H -0.297 -0.184 -1.101
29 H -0.223 0.190 1.402
30 H -0.489 -1.547 1.630
31 H -2.670 -2.418 1.547
32 H -5.859 -0.082 0.250
33 H -5.657 2.103 -0.606
34 H -4.186 3.984 -1.221
35 H -1.745 3.800 -0.895
36 H -0.768 1.777 0.027
37 H -1.873 -3.228 -1.688
38 H 3.826 -1.767 -1.061
39 H 6.262 -1.840 -0.817
40 H 6.200 1.923 1.207
41 H 3.731 1.997 0.960

Results
Strongest force on any atom (eV/Å): 0.657
E_HOMO (eV): -8.46
M (g/mol): 370.79
DFT total energy (Eh): -1603.79854


The following is a quantum chemistry calculation of the molecule C6H12O at a distorted geometry, from the Open Molecules 2025 dataset.

Cartesian coordinates (Å):
1 C -0.859 1.792 -0.912
2 C -0.286 0.688 -0.035
3 O -0.233 1.153 1.317
4 C -1.018 -0.661 0.035
5 C 0.013 -1.580 0.753
6 C 1.394 -1.092 0.219
7 C 1.130 0.273 -0.445
8 H -1.866 2.079 -0.591
9 H -0.895 1.485 -1.962
10 H -0.217 2.678 -0.832
11 H -0.787 0.551 1.797
12 H -2.032 -0.567 0.470
13 H -1.213 -1.014 -0.997
14 H 0.077 -1.589 1.862
15 H -0.194 -2.615 0.491
16 H 1.794 -1.797 -0.514
17 H 2.161 -0.995 0.999
18 H 1.189 0.178 -1.533
19 H 1.842 1.033 -0.120

Results
Strongest force on any atom (eV/Å): 1.020
E_HOMO (eV): -10.05
M (g/mol): 100.16
DFT total energy (Eh): -311.04934


The following is a quantum chemistry calculation of a 2-piece molecular cluster, CH5OS overall, from the Open Molecules 2025 dataset.

Cartesian coordinates (Å):
1 S -0.815 1.608 1.858
2 H -0.344 1.050 2.989
3 C 0.107 -0.581 -1.119
4 O 1.024 -0.168 -0.146
5 H -0.926 -0.579 -0.773
6 H 0.089 0.089 -1.987
7 H 0.361 -1.593 -1.446
8 H 0.505 0.173 0.623

Results
Strongest force on any atom (eV/Å): 0.489
E_HOMO (eV): -2.83
M (g/mol): 65.12
DFT total energy (Eh): -514.55085
Net charge: -1


| no. | orbital gap (eV) |
| --- | --- |
| 1 | 8.65 |
| 2 | 11.04 |
| 3 | 7.09 |